Entry 1:
{
  "formula": "C5H14NO",
  "method": "ωB97M-V/def2-TZVPD",
  "elements": ["C", "C", "C", "C", "C", "N", "H", "H", "H", "H", "H", "H", "H", "H", "H", "H", "H", "H", "H", "H", "O"],
  "xyz": [[-1.225, 0.365, -2.051], [-0.611, -0.091, -0.642], [-0.132, 1.021, 0.204], [-0.621, 1.028, 1.665], [-0.076, 2.026, 2.323], [0.668, -0.903, -1.028], [-0.579, 1.199, -2.432], [-1.253, -0.444, -2.926], [-2.322, 0.712, -2.033], [-1.338, -0.874, -0.259], [-0.412, 1.983, -0.214], [0.915, 0.960, 0.277], [-1.305, 0.336, 1.946], [-0.393, 2.284, 3.340], [0.459, 2.892, 1.981], [1.102, -1.194, -0.071], [1.347, -0.360, -1.514], [0.546, -1.741, -1.657], [1.169, -3.288, 1.587], [2.297, -3.251, 0.436], [1.763, -2.659, 1.068]],
  "forces_ev_per_a": [[-0.5, -0.1, -1.2], [-1.4, -2.6, -4.2], [-2.5, -0.8, 2.2], [1.7, -0.9, -6.4], [0.0, 4.7, 5.2], [-0.5, -1.4, 2.1], [-0.7, -0.6, 0.2], [0.4, 1.3, 2.3], [1.8, -0.3, 0.5], [1.1, 1.1, 0.3], [0.1, 0.6, -0.1], [1.8, 0.6, 0.1], [-2.0, -1.9, 1.5], [0.2, -0.7, 0.1], [0.7, -0.2, -1.1], [-0.3, -0.6, -1.8], [0.7, 1.1, -0.6], [-0.4, 0.8, 1.1], [1.3, 1.0, -1.0], [-1.1, 1.1, 1.6], [-0.3, -1.9, -0.8]],
  "gap_ev": [10.124, 5.854],
  "largest_force_ev_per_a": 7.00,
  "charge": 2,
  "multiplicity": 2,
  "lumo_energy_ev": [-8.95, -13.22],
  "molar_mass_g_mol": 104.17,
  "e_tot_ev": -8928.2189
}

Entry 2:
{
  "formula": "C5H14NO2",
  "method": "ωB97M-V/def2-TZVPD",
  "elements": ["C", "O", "C", "C", "C", "C", "N", "H", "H", "H", "H", "H", "H", "H", "H", "H", "H", "H", "H", "H", "H", "O"],
  "xyz": [[1.457, 1.049, 0.422], [0.388, 1.344, 1.221], [1.402, -0.378, -0.179], [0.873, -0.400, -1.663], [-0.441, 0.360, -1.824], [-1.594, 0.072, -0.858], [-1.795, -1.349, -0.599], [1.583, 1.762, -0.434], [2.405, 1.210, 0.991], [2.436, -0.750, -0.212], [0.809, -1.029, 0.460], [1.762, -0.024, -2.162], [0.649, -1.455, -1.855], [-0.690, 0.410, -2.893], [-0.196, 1.412, -1.630], [-1.300, 0.643, 0.024], [-2.475, 0.549, -1.294], [-2.497, -1.480, 0.124], [-0.971, -1.712, -0.147], [0.613, 0.011, 2.841], [-0.679, -0.053, 2.314], [-0.182, -0.503, 3.013]],
  "forces_ev_per_a": [[-0.5, 0.3, 0.7], [0.0, 0.2, -0.3], [0.4, 0.5, -0.7], [-0.4, -0.9, 2.5], [0.9, 1.4, -0.8], [0.8, 0.4, -0.3], [-0.6, -0.4, 0.0], [0.0, -0.1, -0.1], [0.2, -0.4, -0.1], [-0.1, -0.3, 0.0], [0.1, 0.1, 0.3], [-0.5, 0.1, -1.0], [0.5, 0.0, -0.6], [-0.4, -0.6, 0.1], [-0.1, 0.0, 0.1], [-0.2, -0.1, 0.4], [-0.3, -0.3, 0.1], [-0.2, 0.2, -0.1], [0.4, 0.0, 0.0], [0.4, 0.3, -0.1], [-0.1, 0.1, -0.2], [-0.4, -0.5, 0.4]],
  "gap_ev": 7.093,
  "largest_force_ev_per_a": 2.71,
  "charge": -1,
  "lumo_energy_ev": 4.11,
  "molar_mass_g_mol": 120.17,
  "e_tot_ev": -10996.8276
}

Entry 3:
{
  "formula": "C5H14NO2",
  "method": "ωB97M-V/def2-TZVPD",
  "elements": ["C", "O", "C", "C", "C", "C", "N", "H", "H", "H", "H", "H", "H", "H", "H", "H", "H", "H", "H", "H", "H", "O"],
  "xyz": [[-0.704, 0.439, -1.243], [-0.232, -0.163, -2.360], [-0.355, -0.352, 0.050], [-1.085, 0.180, 1.270], [-0.395, 0.107, 2.648], [1.125, 0.069, 2.673], [-0.657, -1.789, -0.133], [-1.802, 0.570, -1.235], [-0.256, 1.458, -1.098], [0.727, -0.304, 0.098], [-2.058, -0.321, 1.333], [-1.336, 1.231, 1.065], [-0.746, -0.786, 3.178], [-0.788, 0.932, 3.241], [1.515, -0.579, 1.893], [1.506, -0.241, 3.645], [1.574, 1.048, 2.556], [-1.567, -1.840, -0.585], [-0.009, -2.089, -0.856], [1.152, 0.651, -2.861], [1.601, 1.915, -2.185], [1.945, 1.269, -2.807]],
  "forces_ev_per_a": [[0.8, -0.3, -0.2], [-0.1, 0.0, -0.1], [-0.5, -0.5, -0.6], [0.1, 0.6, -0.1], [-0.4, -0.6, 0.2], [0.1, 0.4, 0.2], [0.3, 0.0, 0.3], [-0.5, 0.1, 0.0], [-0.3, 0.1, 0.2], [0.3, 0.2, 0.4], [0.1, 0.0, 0.0], [0.2, 0.0, 0.0], [0.0, -0.1, -0.2], [0.2, 0.2, 0.2], [0.1, -0.1, 0.1], [-0.1, -0.4, 0.1], [0.0, 0.4, -0.5], [0.0, 0.0, 0.0], [-0.2, 0.0, -0.2], [-0.2, -0.3, 0.4], [0.1, 0.1, 0.0], [0.1, 0.2, -0.2]],
  "gap_ev": 7.017,
  "largest_force_ev_per_a": 0.92,
  "charge": -1,
  "lumo_energy_ev": 3.75,
  "molar_mass_g_mol": 120.17,
  "e_tot_ev": -10997.4966
}

Q: What is the charge in the third record?
A: -1

Q: charge of number 1 (C5H14NO)?
A: +2

Q: Which value of charge does entry 2 give?
A: -1

What did the first record say?
{
  "formula": "C5H14NO",
  "method": "ωB97M-V/def2-TZVPD",
  "elements": ["C", "C", "C", "C", "C", "N", "H", "H", "H", "H", "H", "H", "H", "H", "H", "H", "H", "H", "H", "H", "O"],
  "xyz": [[-1.225, 0.365, -2.051], [-0.611, -0.091, -0.642], [-0.132, 1.021, 0.204], [-0.621, 1.028, 1.665], [-0.076, 2.026, 2.323], [0.668, -0.903, -1.028], [-0.579, 1.199, -2.432], [-1.253, -0.444, -2.926], [-2.322, 0.712, -2.033], [-1.338, -0.874, -0.259], [-0.412, 1.983, -0.214], [0.915, 0.960, 0.277], [-1.305, 0.336, 1.946], [-0.393, 2.284, 3.340], [0.459, 2.892, 1.981], [1.102, -1.194, -0.071], [1.347, -0.360, -1.514], [0.546, -1.741, -1.657], [1.169, -3.288, 1.587], [2.297, -3.251, 0.436], [1.763, -2.659, 1.068]],
  "forces_ev_per_a": [[-0.5, -0.1, -1.2], [-1.4, -2.6, -4.2], [-2.5, -0.8, 2.2], [1.7, -0.9, -6.4], [0.0, 4.7, 5.2], [-0.5, -1.4, 2.1], [-0.7, -0.6, 0.2], [0.4, 1.3, 2.3], [1.8, -0.3, 0.5], [1.1, 1.1, 0.3], [0.1, 0.6, -0.1], [1.8, 0.6, 0.1], [-2.0, -1.9, 1.5], [0.2, -0.7, 0.1], [0.7, -0.2, -1.1], [-0.3, -0.6, -1.8], [0.7, 1.1, -0.6], [-0.4, 0.8, 1.1], [1.3, 1.0, -1.0], [-1.1, 1.1, 1.6], [-0.3, -1.9, -0.8]],
  "gap_ev": [10.124, 5.854],
  "largest_force_ev_per_a": 7.00,
  "charge": 2,
  "multiplicity": 2,
  "lumo_energy_ev": [-8.95, -13.22],
  "molar_mass_g_mol": 104.17,
  "e_tot_ev": -8928.2189
}